Record 1
Density functional theory data (ωB97M-V/def2-TZVPD) for a 2-piece molecular cluster, C33H63N2O6P2 overall.

Results
**Calculated total energy**: -2538.5677 Eh
**HOMO**: -0.3425 hartree
**E_LUMO**: -6.37 eV
**Strongest force on any atom**: 3.9 eV Å⁻¹

ORCA input file:
```
! wB97M-V def2-TZVPD RIJCOSX def2/J DEFGRID3
* xyz 1 1
C 3.71489 -3.24889 1.36973
C 3.83593 -2.44695 0.07025
C 2.58752 -2.52551 -0.80938
C 1.32670 -2.02024 -0.06818
C 0.55187 -0.99685 -0.89744
C -0.82307 -0.61853 -0.35595
C -0.75949 0.06596 1.03230
P -2.10040 -0.40188 2.22968
C -2.89534 -2.05570 2.39582
C -2.11140 -3.24601 1.80374
C -3.41180 0.19473 0.93748
O -4.62548 0.63952 1.54524
C -5.73987 -0.11658 1.25899
C -6.23093 -0.93129 2.26400
C -7.34027 -1.74249 2.06815
C -7.82956 -2.65140 3.16211
C -7.94997 -1.70170 0.82002
C -7.47027 -0.86861 -0.17489
C -6.36390 -0.04448 0.00660
C -5.85912 0.88768 -1.08776
C -5.50778 2.29594 -0.53134
C -6.91312 1.07069 -2.19001
C -2.60236 0.89279 3.45917
C -2.28449 2.30678 3.02011
O -2.75680 2.83594 2.05103
N -1.36850 2.99132 3.90432
C -1.99585 4.22825 4.39496
C -0.10060 3.24840 3.22211
P -0.49143 -1.10281 3.79216
O -1.07515 -1.64560 5.04985
O 0.50966 -2.20900 3.13673
O 0.50868 0.14394 4.09372
H 3.30355 -2.64129 2.17566
H 3.07951 -4.12709 1.25430
H 4.69334 -3.58536 1.71254
H 4.03614 -1.40169 0.33130
H 4.70139 -2.80413 -0.49508
H 2.74206 -1.91133 -1.70113
H 2.45960 -3.57403 -1.08240
H 0.70341 -2.87096 0.20125
H 1.67172 -1.53778 0.84647
H 0.45960 -1.35881 -1.92471
H 1.15431 -0.07961 -0.93398
H -1.24469 0.10933 -1.05458
H -1.51109 -1.46433 -0.39354
H 0.22400 -0.11580 1.46658
H -0.82803 1.14387 0.87458
H -3.85537 -1.97947 1.89093
H -3.11812 -2.24302 3.44680
H -2.75503 -3.86353 1.18158
H -1.21582 -2.95431 1.26194
H -1.75792 -3.88510 2.61268
H -2.99523 1.03071 0.37059
H -3.62970 -0.58698 0.20372
H -5.71957 -0.93292 3.21994
H -7.36671 -2.39220 4.11280
H -7.53778 -3.67963 2.93883
H -8.91274 -2.62421 3.25716
H -8.81354 -2.32839 0.63710
H -7.99538 -0.87532 -1.11920
H -4.97224 0.45379 -1.55680
H -5.82418 2.41962 0.49957
H -6.04054 3.05531 -1.10478
H -4.44684 2.52173 -0.61236
H -7.06328 0.17528 -2.79205
H -6.66754 1.92072 -2.82139
H -7.87263 1.29921 -1.71898
H -3.65219 0.76062 3.71542
H -2.04824 0.73635 4.38048
H -1.64428 4.44934 5.40093
H -3.07561 4.09425 4.44702
H -1.80498 5.06994 3.72427
H -0.11524 4.19013 2.66300
H 0.69955 3.31328 3.96159
H 0.15778 2.42106 2.56441
H 0.58016 -2.92996 3.77896
H 0.47419 0.31156 5.04660
C 4.45781 2.29528 -4.03096
C 5.05000 1.41060 -2.91131
C 6.25019 2.08845 -2.22864
C 7.50867 2.16458 -3.08471
C 7.91055 0.79363 -3.61504
C 6.79793 0.06572 -4.38497
N 5.58520 0.09063 -3.45591
O 5.54596 -0.81867 -2.67109
C 6.51342 0.75407 -5.72760
C 7.17998 -1.37640 -4.68371
C 3.94422 1.12886 -1.90280
H 3.59884 2.83730 -3.64575
H 5.16502 3.03281 -4.40342
H 4.10287 1.70659 -4.87565
H 6.47619 1.54690 -1.30452
H 5.91699 3.08531 -1.94059
H 7.37276 2.86869 -3.90778
H 8.32248 2.56222 -2.47824
H 8.75868 0.87483 -4.29436
H 8.23598 0.16259 -2.78166
H 5.62861 0.33559 -6.20709
H 7.36101 0.57808 -6.38525
H 6.38768 1.82967 -5.65132
H 7.49847 -1.92002 -3.79588
H 8.01287 -1.36656 -5.38184
H 6.35364 -1.91893 -5.14347
H 3.12064 0.57893 -2.36046
H 3.56495 2.08458 -1.55011
H 4.29434 0.56839 -1.03718
*
```

***

Record 2
Density functional theory data (ωB97M-V/def2-TZVPD) for C22H49N2P3RhS2 as an isolated structure.

Results
**Relative energy (zero: lowest compared OMol25 entry of this formula, charge and spin)**: 29.52 kcal/mol
**Calculated total energy**: -2907.0824 Eh
**HOMO (spin up / spin down)**: -0.5270 / -0.5698 hartree
**E_LUMO (spin up / spin down)**: -8.21 / -11.93 eV
**Strongest force on any atom**: 2.5 eV Å⁻¹

ORCA input file:
```
! wB97M-V def2-TZVPD RIJCOSX def2/J DEFGRID3
* xyz 3 5
Rh -0.37698 0.04498 -0.31484
P -0.96388 1.92511 0.72508
P -2.39270 -0.60543 -0.90780
P 2.56585 1.10842 -0.48879
H 0.10005 -2.37868 -8.13625
C 1.12598 -2.50114 -7.77243
C 1.47967 -3.64277 -7.17061
H 0.73737 -4.43777 -7.04391
C -1.03881 3.29486 -0.47676
C -2.62260 1.93994 1.50999
C 0.10614 2.50643 2.10631
C -2.51243 -2.04342 -2.01761
C -3.50574 -1.08984 0.46596
C -3.20133 0.74130 -1.85687
C 3.54910 0.29070 -1.74845
C 2.85463 0.47677 1.16662
C 2.62514 2.89766 -0.66068
H 1.83696 -1.71422 -8.04265
H 2.51598 -3.88160 -6.91499
H -1.35566 4.21521 0.02328
H -1.76198 3.05584 -1.26578
H -0.05134 3.46123 -0.92851
H -2.72084 2.86115 2.10660
H -2.72800 1.07575 2.18163
H -3.43022 1.92451 0.76459
H -0.34540 3.41612 2.54161
H 1.11695 2.77086 1.75779
H 0.16298 1.72306 2.88585
H -3.55629 -2.35802 -2.17224
H -1.94867 -2.87475 -1.57880
H -2.06462 -1.81883 -2.99175
H -4.41808 -0.47035 0.48862
H -2.97223 -1.00798 1.42510
H -3.79381 -2.14417 0.33888
H -4.08983 0.36592 -2.38775
H -2.47237 1.10948 -2.59203
H -3.50089 1.57727 -1.21237
H 4.46148 0.88061 -1.89185
H 2.98333 0.24396 -2.68819
H 3.76442 -0.73711 -1.43626
H 3.76998 0.95716 1.54949
H 3.00440 -0.60856 1.12751
H 2.02386 0.67363 1.86059
H 3.66052 3.14903 -0.94751
H 2.34670 3.41015 0.27557
H 1.94213 3.23160 -1.46143
C 0.53581 -1.41724 -3.03715
C 0.39982 -0.15138 -3.62048
C -0.01275 -0.02789 -4.94923
C -0.47789 -1.15019 -5.63634
C -0.40864 -2.41357 -5.03318
C 0.23040 -2.57341 -3.81225
S 0.91812 -1.67132 -1.37012
H 1.23488 0.73722 -1.00588
H 0.58784 0.72352 -3.00203
H 0.01823 0.95915 -5.41869
H -0.80287 -1.06056 -6.67713
H -0.77046 -3.28711 -5.57567
H 0.44015 -3.55004 -3.37254
C -1.83552 0.33913 4.71089
N -0.45488 -0.04949 4.98426
C 0.24310 0.85253 5.90736
C 0.22134 -0.78996 4.06267
S -0.44345 -1.04827 2.50893
N 1.41189 -1.36564 4.41241
C 1.57349 -1.87673 5.78715
C 2.00410 -2.28419 3.42492
H -2.33088 0.52593 5.66670
H -2.34691 -0.46436 4.17758
H -1.88236 1.25758 4.12052
H -0.43058 1.01958 6.75940
H 1.19560 0.45448 6.25825
H 0.46627 1.83026 5.44542
H 1.08848 -2.84993 5.92939
H 2.63808 -2.04262 5.93070
H 1.21442 -1.18834 6.55530
H 1.35070 -3.15860 3.24654
H 2.15528 -1.74383 2.47715
H 2.96883 -2.60808 3.83011
*
```

***

Record 3
Density functional theory data (ωB97M-V/def2-TZVPD) for a 9-piece molecular cluster, C28H74FN2O8S9 overall.

Results
**Calculated total energy**: -5505.5115 Eh
**HOMO**: -0.3722 hartree
**E_LUMO**: -2.14 eV
**Strongest force on any atom**: 4.0 eV Å⁻¹

ORCA input file:
```
! wB97M-V def2-TZVPD RIJCOSX def2/J DEFGRID3
* xyz 1 1
C 5.10043 -0.97292 1.33685
C 4.75824 -0.53278 -0.23960
S 2.98022 -1.03506 -0.54258
C 1.96764 0.33861 -1.31449
C 0.89189 1.05394 -0.25204
C 1.40390 2.46266 0.41087
C 3.06696 2.63105 0.41545
C 3.34489 3.96525 1.38336
F 3.95586 3.46705 2.65136
C -0.45033 1.49052 -1.14982
N -1.79547 0.90489 -0.67010
C -1.55837 -0.00286 0.51672
C 0.10020 -0.04283 0.72534
C 0.32968 0.03861 2.34690
N -0.03082 -1.24609 3.09073
C 0.17062 -0.89307 4.57805
H 6.23375 -1.20652 1.51134
H 4.49119 -1.97844 1.53448
H 4.68432 -0.14755 2.08286
H 5.54010 -1.14644 -0.89341
H 4.95958 0.62330 -0.42085
H 2.63062 1.11936 -1.88630
H 1.29059 -0.17813 -2.15075
H 1.09386 2.60107 1.55440
H 1.00655 3.43530 -0.13405
H 3.44410 2.88461 -0.67151
H 3.61738 1.73234 0.92375
H 4.00705 4.77791 0.86334
H 2.29663 4.43833 1.70356
H -0.72879 2.63991 -1.18469
H -0.33223 1.26701 -2.31648
H -2.44810 1.63179 -0.24913
H -2.38792 0.54983 -1.47932
H -1.83125 -1.06955 0.05564
H -2.21853 0.11880 1.47890
H 0.29881 -1.19720 0.51740
H -0.21320 0.99448 2.75609
H 1.49166 0.20399 2.53526
H 0.70455 -1.95983 2.80870
H 1.31224 -0.60899 4.68326
H -0.47184 0.06076 4.83419
H -0.01879 -1.80610 5.29271
C 4.95927 -5.70095 1.79658
S 4.77324 -5.10925 0.09745
O 4.01755 -3.81371 0.15117
C 3.61333 -6.39392 -0.42682
H 5.62319 -5.01719 2.33103
H 3.98690 -5.72334 2.29392
H 5.40065 -6.70020 1.78968
H 2.72226 -6.37430 0.20556
H 4.09720 -7.37138 -0.36326
H 3.32544 -6.20074 -1.46376
C -5.09554 0.43872 1.38838
S -5.15437 2.13461 0.76207
O -3.93445 2.84576 1.27043
C -6.55486 2.66479 1.77606
H -4.25805 -0.07755 0.91294
H -4.94937 0.44416 2.47094
H -6.02572 -0.07630 1.13760
H -6.32013 2.53519 2.83549
H -7.43895 2.07924 1.51316
H -6.74951 3.72178 1.57525
C -8.28640 -3.55536 0.15236
S -8.34523 -1.85947 -0.47395
O -7.12530 -1.14833 0.03442
C -9.74572 -1.32929 0.54004
H -7.44891 -4.07163 -0.32308
H -8.14023 -3.54992 1.23492
H -9.21658 -4.07038 -0.09842
H -9.51099 -1.45890 1.59947
H -10.62981 -1.91485 0.27714
H -9.94037 -0.27230 0.33923
C 8.63696 2.35537 3.46843
S 7.37619 1.94153 2.23922
O 7.92740 0.84085 1.38070
C 7.51044 3.48183 1.30109
H 8.75032 1.50713 4.14785
H 9.59103 2.55296 2.97443
H 8.31959 3.23261 4.03685
H 8.53319 3.61118 0.93839
H 7.22886 4.32357 1.93811
H 6.82791 3.43064 0.44846
C 8.69580 -3.09121 0.18929
S 9.24125 -4.58176 1.05677
O 8.06177 -5.50478 1.15291
C 9.45073 -3.79710 2.67266
H 8.46879 -3.35624 -0.84618
H 7.79838 -2.68856 0.66453
H 9.49484 -2.34644 0.20389
H 8.50720 -3.35148 2.99742
H 10.22582 -3.02980 2.60873
H 9.75730 -4.56034 3.39303
C -11.87175 0.41020 -3.30126
S -12.07471 1.21869 -1.69599
O -11.09251 0.59375 -0.74882
C -13.70175 0.51765 -1.33280
H -10.89216 0.67941 -3.70361
H -11.92892 -0.67441 -3.18422
H -12.64991 0.75559 -3.98576
H -13.64794 -0.57386 -1.33513
H -14.42210 0.85950 -2.07968
H -14.01637 0.86230 -0.34402
C -2.42985 5.60987 -1.19816
S -2.95037 4.99661 -2.81826
O -1.79656 4.23716 -3.40507
C -3.00454 6.61343 -3.62672
H -2.29524 4.75516 -0.53084
H -1.48493 6.15056 -1.28829
H -3.20133 6.26729 -0.79076
H -2.02443 7.09344 -3.56956
H -3.75777 7.23928 -3.14240
H -3.27605 6.46896 -4.67594
C 2.74466 -2.32565 -4.07709
S 1.48389 -2.73949 -5.30630
O 2.03511 -3.84017 -6.16483
C 1.61815 -1.19919 -6.24443
H 2.85802 -3.17389 -3.39768
H 3.69873 -2.12806 -4.57109
H 2.42730 -1.44841 -3.50867
H 2.64090 -1.06984 -6.60713
H 1.33657 -0.35744 -5.60742
H 0.93562 -1.25039 -7.09706
*
```

***

Which formula does entry 2 have? C22H49N2P3RhS2

***

What is the strongest force on any atom in the second record? 2.5 eV Å⁻¹